(1)
The following is a DFT calculation (the ωB97M-V functional and the def2-TZVPD basis) of an isolated molecule of C15H23NO3.

Each line ends with the natural charge from an NBO analysis.
CARTESIAN COORDINATES (ANGSTROEM)
C (-0.806919, 3.648285, -1.546401)  -0.40
C (-1.254379, 2.488810, -1.988307)  -0.20
C (-0.428797, 1.441483, -2.677290)  -0.10
O (0.964563, 1.653776, -2.648795)  -0.50
C (1.650313, 1.742025, -1.471135)  0.24
C (2.927145, 2.282352, -1.599903)  -0.23
C (3.765086, 2.435720, -0.513277)  -0.22
C (3.326440, 2.051284, 0.738613)  -0.23
C (2.064214, 1.503718, 0.887297)  -0.29
C (1.214867, 1.327016, -0.198645)  0.30
O (-0.024634, 0.745613, -0.087705)  -0.54
C (-0.589876, 0.601830, 1.195129)  -0.09
C (-2.047989, 0.141298, 1.031913)  0.08
O (-2.659403, 0.045107, 2.290649)  -0.72
C (-2.123696, -1.216039, 0.303889)  -0.25
N (-1.598499, -2.249072, 1.187093)  -0.67
C (-0.340481, -2.867178, 0.788724)  -0.04
C (0.283836, -3.524870, 2.018252)  -0.61
C (-0.511018, -3.890563, -0.339355)  -0.62
H (-1.455761, 4.354545, -1.057588)  0.20
H (0.225288, 3.939217, -1.648915)  0.20
H (-2.295602, 2.215506, -1.881089)  0.20
H (-0.671928, 1.439235, -3.747936)  0.20
H (-0.683578, 0.454786, -2.271390)  0.19
H (3.235996, 2.585219, -2.588263)  0.22
H (4.747969, 2.860453, -0.646045)  0.21
H (3.959506, 2.169809, 1.604481)  0.21
H (1.741758, 1.199075, 1.869956)  0.22
H (-0.049239, -0.150037, 1.785578)  0.17
H (-0.577592, 1.556577, 1.735870)  0.19
H (-2.596583, 0.900428, 0.466134)  0.18
H (-2.341228, -0.786366, 2.674998)  0.48
H (-1.558428, -1.146138, -0.629377)  0.20
H (-3.171121, -1.411283, 0.059345)  0.20
H (-2.286294, -2.975839, 1.349859)  0.37
H (0.319486, -2.066044, 0.439529)  0.19
H (1.258589, -3.937266, 1.772630)  0.21
H (0.402338, -2.796618, 2.816424)  0.21
H (-0.353152, -4.329360, 2.379889)  0.20
H (0.454295, -4.290694, -0.638006)  0.21
H (-0.975360, -3.430385, -1.209471)  0.21
H (-1.140131, -4.715418, -0.007360)  0.20

Cartesian forces, eV/Å:
-0.003 0.139 0.010
0.182 -0.188 -0.218
-0.480 -0.142 -0.153
0.166 0.016 0.116
0.210 0.017 0.146
-0.242 -0.095 0.009
0.018 0.009 0.040
0.059 0.017 0.027
-0.126 -0.055 0.045
-0.134 -0.053 -0.144
0.358 -0.004 -0.254
-0.426 0.015 0.376
0.367 -0.124 -0.476
-0.044 0.071 0.288
-0.092 0.425 0.141
-0.278 -0.071 0.051
0.193 -0.342 0.147
0.044 0.252 -0.295
0.060 0.372 0.123
-0.185 0.093 0.071
0.201 -0.005 -0.038
-0.177 0.028 0.064
0.001 -0.044 0.182
0.048 0.161 -0.129
0.011 0.033 -0.122
0.089 0.039 -0.019
0.050 0.005 0.078
-0.078 -0.039 0.073
0.003 0.066 0.001
0.034 -0.106 -0.039
0.067 -0.055 -0.011
0.042 -0.021 -0.067
-0.037 -0.100 -0.040
0.066 -0.005 0.000
0.034 0.079 -0.036
-0.039 -0.004 0.032
0.114 -0.124 0.020
0.015 0.054 0.087
-0.076 -0.126 0.055
0.092 -0.094 -0.077
-0.042 0.000 -0.109
-0.063 -0.097 0.043

The SMILES is C=CCOc1ccccc1OC[C@H](O)CNC(C)C. For the LUMO energy, the calculation gives 0.028 hartree. Its frontier orbital gap is 8.9 eV.

(2)
The following is a DFT calculation (the ωB97M-V functional and the def2-TZVPD basis) of a 2-piece molecular cluster, C4H11NS overall.

Each line ends with the natural charge from an NBO analysis.
CARTESIAN COORDINATES (ANGSTROEM)
C (-3.947702, 1.943500, -1.272715)  -0.07
N (-3.216384, 2.336909, -0.322482)  -0.38
C (-3.853866, 2.275867, 1.008254)  -0.46
H (-3.499264, 1.797618, -2.238085)  0.18
H (-5.019361, 1.854655, -1.061597)  0.14
H (-4.582497, 3.095799, 1.017842)  0.20
H (-3.129286, 2.412071, 1.778943)  0.21
H (-4.403324, 1.346409, 1.139071)  0.19
C (2.217525, -2.111309, 0.321660)  -0.76
S (3.455993, -2.822747, -0.750482)  0.16
C (4.909438, -1.722920, -0.375627)  -0.70
H (2.342804, -1.035563, 0.429785)  0.21
H (2.203449, -2.507947, 1.340711)  0.21
H (1.197276, -2.254332, -0.007953)  0.23
H (4.413077, -0.788659, -0.145345)  0.21
H (5.460811, -2.154602, 0.448624)  0.22
H (5.451312, -1.664742, -1.310612)  0.23

Cartesian forces, eV/Å:
-0.027 0.791 1.024
0.486 -1.100 0.376
-0.743 0.904 -1.320
-0.204 0.152 -0.526
-0.094 -0.656 -0.611
0.058 -0.034 0.475
0.434 0.074 0.488
0.092 -0.133 0.095
-0.356 0.391 1.155
0.388 0.024 -0.244
-1.674 -0.875 -0.288
0.129 0.123 -0.207
0.405 -0.156 -0.058
-0.059 -0.235 -0.670
0.532 0.370 0.158
0.287 0.262 0.038
0.346 0.097 0.114

The SMILES is C=NC.CSC. For the LUMO energy, the calculation gives 0.038 hartree. Its frontier orbital gap is 9.5 eV.

(3)
The following is a DFT calculation (the ωB97M-V functional and the def2-TZVPD basis) of a 2-piece molecular cluster, CH5N3O overall.

Each line ends with the natural charge from an NBO analysis.
CARTESIAN COORDINATES (ANGSTROEM)
H (3.208578, 0.512147, 0.987133)  0.30
N (2.390842, 1.013815, 0.579195)  -0.29
N (2.065298, 0.571069, -0.510280)  -0.34
H (1.213547, 0.875644, -0.968548)  0.32
C (-1.308977, -0.642656, 0.649037)  -0.18
N (-1.195419, 0.620406, 0.666882)  -0.07
O (-1.494369, 1.201262, -0.556767)  -0.55
H (-1.080204, -1.286945, 1.560300)  0.20
H (-1.640272, -1.299705, -0.165844)  0.16
H (-1.676578, 0.577135, -1.183180)  0.44

Cartesian forces, eV/Å:
-0.115 0.068 -0.979
-1.425 1.050 0.653
2.022 -2.571 -0.478
-0.480 1.489 0.836
0.289 -1.680 1.732
-0.199 -1.125 -0.643
0.937 3.604 2.802
-0.187 1.539 -0.927
0.038 0.718 -0.373
-0.879 -3.093 -2.622

The SMILES is [H]/N=N/[H].C=NO. For the LUMO energy, the calculation gives 0.032 hartree. Its frontier orbital gap is 9.6 eV.

Record order is preserved below.
Relative energy (zero: lowest compared OMol25 entry of this formula, charge and spin): 3.576 1.673 4.230 eV
Record order is preserved below.
E_tot: -23559.33635 -16650.12025 -7631.40719 eV
Record order is preserved below.
Max |F|: 0.61 1.91 4.66 eV/A